Entry from the Open Molecules 2025 dataset: C9H24BNO11PS as an isolated structure in a non-equilibrium geometry (ωB97M-V/def2-TZVPD).

```
! RIJCOSX wB97M-V def2-TZVPD def2/J DEFGRID3
* xyz 1 1
O 7.0449 2.2166 -3.6197
C 6.7640 1.0658 -4.0556
N 6.2653 -0.0031 -4.7033
S 4.7095 -0.2436 -3.9062
O 4.3975 -1.9048 -3.9759
B 4.1356 -2.2564 -2.5470
O 2.7400 -2.3810 -2.1347
O 5.2328 -2.4254 -1.5823
P 3.2369 0.8766 -5.0171
O 3.1563 0.3033 -6.4439
O 3.8413 2.5061 -5.0791
O 1.7071 0.9502 -4.2696
H 2.6337 -1.8793 -1.2720
H 5.3966 -1.4886 -1.2679
H 4.6997 2.4049 -5.5818
H 1.2407 1.7370 -4.6799
C 0.8536 -0.7103 1.7688
O 1.0149 -0.2224 0.4409
C -0.2216 0.2058 -0.1321
C -0.3354 1.7298 -0.1275
O -0.4573 2.2360 1.2039
C 0.7614 2.7915 1.6788
H 1.8451 -0.8375 2.2093
H 0.2855 -0.0126 2.3888
H 0.3528 -1.6819 1.7493
H -1.0728 -0.2527 0.3829
H -0.2302 -0.1441 -1.1700
H -1.2478 2.0157 -0.6606
H 0.5147 2.1886 -0.6448
H 0.9585 3.7416 1.1720
H 1.6029 2.1105 1.5318
H 0.6533 2.9849 2.7492
C -5.1374 -1.1069 0.9586
O -3.8410 -1.1211 1.5435
C -3.6133 0.0103 2.3837
C -3.7297 -0.3640 3.8593
O -5.0755 -0.6973 4.2032
C -5.2693 -2.1008 4.3133
H -5.3126 -2.0788 0.4920
H -5.9159 -0.9356 1.7061
H -5.1882 -0.3343 0.1861
H -4.2953 0.8300 2.1321
H -2.5914 0.3525 2.1867
H -3.4531 0.5047 4.4652
H -3.0462 -1.1821 4.1119
H -4.7840 -2.4724 5.2215
H -4.8835 -2.6340 3.4414
H -6.3431 -2.2914 4.3906
*
```

Values from the calculation:
total energy = -54525.3060 eV
HOMO = -0.391 Ha
relative energy (zero: lowest compared OMol25 entry of this formula, charge and spin) = 0.0 kcal per mole
gap between HOMO and LUMO = 3.8 eV

Entry from the Open Molecules 2025 dataset: an isolated ion of composition C4H6NO and charge +1 in a non-equilibrium geometry (ωB97M-V/def2-TZVPD).

```
! RIJCOSX wB97M-V def2-TZVPD def2/J DEFGRID3
* xyz 1 1
C -0.8758 -0.6674 0.5765
C -0.5275 -1.0544 -0.6823
C -0.1691 0.4618 1.0738
C 0.1414 -0.7373 -1.7777
N 0.7815 0.9809 0.0581
O -0.7440 -1.6614 -1.9627
H -1.6769 -0.9037 1.1920
H -0.8126 1.3144 1.1425
H 0.1080 0.1590 2.1104
H 0.8390 -0.0972 -2.2951
H 1.2656 1.8540 0.4798
H 1.6705 0.3513 0.0846
*
```

Values from the calculation:
total energy = -7770.0832 eV
HOMO = -0.556 Ha
relative energy (zero: lowest compared OMol25 entry of this formula, charge and spin) = 111.0 kcal per mole
gap between HOMO and LUMO = 8.4 eV

Entry from the Open Molecules 2025 dataset: one molecule with the formula C22H22FN5O3S in a non-equilibrium geometry (ωB97M-V/def2-TZVPD).

```
! RIJCOSX wB97M-V def2-TZVPD def2/J DEFGRID3
* xyz 0 1
O -3.6440 -0.7430 2.7950
C -3.4551 -0.8437 1.5978
N -2.8367 -1.9257 1.0609
C -2.2925 -2.9644 1.9111
C -0.8604 -3.1588 1.5762
N 0.1888 -2.6987 2.1752
N 1.2558 -2.9956 1.4106
C 0.8021 -3.6277 0.3778
S 1.6656 -4.1131 -1.0499
C 0.6331 -3.1420 -2.2292
C 0.0692 -1.8969 -1.5602
O -1.1453 -1.7876 -1.4371
N 0.9238 -0.9880 -1.0783
C 2.3649 -0.9799 -1.2088
C 2.7921 0.3628 -1.8308
N 2.3248 1.4971 -1.0755
C 3.0928 2.0268 -0.0359
C 4.2547 1.4147 0.4368
C 5.0200 2.0140 1.4210
C 4.6491 3.2298 1.9643
C 3.5016 3.8503 1.4992
C 2.7378 3.2638 0.5111
C 0.8851 1.4582 -0.9512
C 0.4314 0.1406 -0.3075
O -0.5356 -3.7895 0.4250
C -3.9356 0.1957 0.6374
C -3.5656 0.2710 -0.7038
C -4.0595 1.2844 -1.5059
C -4.9272 2.2145 -0.9620
F -5.4069 3.1977 -1.7497
C -5.3108 2.1655 0.3664
C -4.8060 1.1536 1.1577
H -2.6098 -1.9698 0.0772
H -2.3955 -2.6291 2.9464
H -2.8349 -3.9052 1.7592
H 1.2696 -2.9169 -3.0830
H -0.2049 -3.7614 -2.5497
H 2.7120 -1.7996 -1.8330
H 2.7991 -1.0923 -0.2089
H 3.8754 0.4037 -1.9356
H 2.3512 0.4349 -2.8332
H 4.5756 0.4594 0.0516
H 5.9121 1.5148 1.7701
H 5.2463 3.6903 2.7361
H 3.2021 4.8065 1.9026
H 1.8661 3.7840 0.1441
H 0.5278 2.2856 -0.3424
H 0.4459 1.5431 -1.9518
H -0.6568 0.0903 -0.2642
H 0.8375 0.0687 0.7084
H -2.8865 -0.4397 -1.1469
H -3.7811 1.3579 -2.5454
H -5.9876 2.9070 0.7599
H -5.0747 1.0818 2.2006
*
```

Values from the calculation:
total energy = -50317.0911 eV
HOMO = -0.293 Ha
relative energy (zero: lowest compared OMol25 entry of this formula, charge and spin) = 0.1 kcal per mole
gap between HOMO and LUMO = 8.2 eV
structure (SMILES) = O=C(NCc1nnc(SCC(=O)N2CCN(c3ccccc3)CC2)o1)c1ccc(F)cc1

> Among the records above, which one has the highest gap between HOMO and LUMO?

C4H6NO

> Look up the total energy of the third one.

-50317.0911 eV